Version 1
DFT (ωB97M-V with the def2-TZVPD basis set) results for a molecular structure, C6H20O4.

Geometry as ORCA input:
```
! RIJCOSX wB97M-V def2-TZVPD def2/J DEFGRID3
* xyz 0 1
O 2.658 -2.546 -1.156
H 1.984 -2.628 -0.481
H 2.253 -2.909 -1.945
O 0.506 -2.542 0.135
H 0.616 -1.677 -0.260
H -0.296 -2.470 0.653
C 0.043 -0.740 -2.066
C 1.086 0.086 -1.255
C 1.041 1.692 -1.462
O 0.858 -0.213 0.099
H -0.983 -0.440 -1.849
H 0.165 -1.787 -1.791
H 0.247 -0.729 -3.136
H 2.111 -0.249 -1.414
H 1.611 2.037 -2.325
H 1.482 2.114 -0.559
H -0.027 1.850 -1.615
H 1.534 0.267 0.583
C -2.160 0.827 2.869
C -1.465 0.410 1.495
C -1.020 1.651 0.722
O -0.371 -0.446 1.737
H -2.379 -0.014 3.527
H -3.019 1.464 2.657
H -1.468 1.526 3.339
H -2.193 -0.146 0.905
H -1.965 2.189 0.649
H -0.666 1.483 -0.295
H -0.383 2.343 1.272
H 0.198 -0.403 0.966
*
```

Results
Molecular weight = 156.2 g mol⁻¹
LUMO level = 0.51 eV
Highest occupied orbital energy = -9.4 eV



Version 2
DFT (ωB97M-V with the def2-TZVPD basis set) results for 4 unconnected molecules or ions with the total composition C6H20O4.

Geometry as ORCA input:
```
! RIJCOSX wB97M-V def2-TZVPD def2/J DEFGRID3
* xyz 0 1
C 42.422 12.401 19.015
O 43.622 12.927 18.440
H 41.621 13.224 19.077
H 42.672 12.006 20.041
H 42.179 11.360 18.518
H 44.009 13.276 19.264
C 43.966 8.509 12.178
O 43.043 9.075 13.025
H 43.873 8.946 11.124
H 43.603 7.508 12.035
H 44.925 8.717 12.358
H 43.061 9.996 12.978
C 44.815 10.326 16.199
O 45.392 11.390 17.007
H 43.784 10.278 16.730
H 45.451 9.270 16.407
H 44.533 10.686 15.245
H 44.656 11.892 17.291
C 43.574 9.194 21.316
C 44.932 8.535 20.966
C 45.490 9.114 19.659
O 45.789 8.786 22.028
H 42.921 9.018 20.350
H 43.699 10.298 21.565
H 42.932 8.844 22.109
H 44.681 7.559 21.273
H 45.884 10.297 19.848
H 44.952 8.914 18.686
H 46.370 8.660 19.480
H 46.607 8.271 21.876
*
```

Results
Molecular weight = 156.2 g mol⁻¹
LUMO level = 0.69 eV
Highest occupied orbital energy = -9.8 eV
SMILES = CC(C)O.CO.CO.CO



Compare the structures above. Which one is the most stable? version 1 is.